{"formula": "C3H8DyO3", "method": "ωB97M-V with the def2-TZVPD basis set", "elements": ["O", "C", "C", "O", "C", "Dy", "H", "H", "H", "H", "H", "H", "O", "H", "H"], "positions_angstrom": [[-0.3119, 2.1490, 1.2403], [-1.1452, 1.6741, 0.1480], [-1.4460, 0.2146, 0.3605], [-0.1696, -0.4763, 0.1427], [-0.0989, -1.8101, 0.5996], [1.1473, 1.5016, -0.0381], [-2.0803, 2.2473, 0.0342], [-2.1825, -0.1837, -0.3571], [-1.7570, -0.0403, 1.3937], [-0.8775, -2.4179, 0.1146], [0.8887, -2.2030, 0.3350], [-0.2333, -1.8567, 1.6912], [2.9717, 0.7267, -1.8061], [1.9838, 0.6440, -1.9772], [3.3107, -0.1694, -1.8812]], "relative_energy_kcal_mol": 13.5, "orbital_gap_ev": [8.096, 7.446], "lumo_energy_ev": [-4.63, -4.92], "total_charge": 1, "s2": 9.55, "multiplicity": 6}

{"formula": "C3H8FN3", "method": "ωB97M-V with the def2-TZVPD basis set", "elements": ["C", "C", "C", "N", "N", "N", "F", "H", "H", "H", "H", "H", "H", "H", "H"], "positions_angstrom": [[0.4676, 0.7832, -0.9665], [-0.9496, -1.0676, -0.5495], [0.8188, -0.6060, 1.1078], [0.0288, -0.2668, -0.1153], [1.5881, 1.3481, -0.7630], [-1.7481, -1.7105, -1.1240], [-2.0799, 0.4941, 0.9902], [-0.1542, 1.0747, -1.8563], [1.8203, -0.6120, 0.9016], [0.5514, 0.1798, 1.8362], [0.5126, -1.5265, 1.5386], [2.0045, 2.1961, -1.1708], [2.1557, 1.2886, 0.1579], [-2.2672, -2.4351, -1.5797], [-2.7488, 0.8600, 1.5930]], "relative_energy_kcal_mol": 30.1, "orbital_gap_ev": 11.201, "lumo_energy_ev": -9.59, "total_charge": 2}

{"formula": "C3H8FNO", "method": "ωB97M-V with the def2-TZVPD basis set", "elements": ["C", "C", "C", "H", "H", "H", "H", "H", "H", "H", "H", "N", "O", "F"], "positions_angstrom": [[1.0628, -0.4526, -0.0005], [-0.2856, 0.1973, 0.4038], [-1.4916, -0.4457, -0.0995], [3.0126, -0.0157, -0.2540], [1.9254, 1.3084, -0.3790], [0.9955, -0.8774, -1.0116], [1.2180, -1.3528, 0.6360], [-0.3010, 0.2966, 1.4668], [-1.3938, -0.6965, -1.1807], [-1.6637, -1.3976, 0.4085], [-2.3293, 1.2197, -0.1645], [2.1946, 0.4290, 0.1322], [-2.6614, 0.3240, 0.1000], [-0.2824, 1.4633, -0.0575]], "relative_energy_kcal_mol": 24.1, "orbital_gap_ev": 10.496, "lumo_energy_ev": 0.98, "smiles": "NC[C@@H](F)CO", "total_charge": 0}

{"formula": "C3H8FNS", "method": "ωB97M-V with the def2-TZVPD basis set", "elements": ["C", "C", "C", "N", "F", "S", "H", "H", "H", "H", "H", "H", "H", "H"], "positions_angstrom": [[1.3031, 0.5397, -1.1646], [1.0821, 0.5394, 0.2789], [-1.0358, -0.5306, 0.3154], [-1.2320, -1.0974, 1.5941], [-0.8428, -1.5204, -0.6856], [-2.1673, 0.7666, -0.1449], [0.7465, 1.2414, -1.7050], [1.2397, -0.4157, -1.6667], [2.3144, 0.8940, -1.1697], [1.7053, -0.3018, 0.7253], [0.9468, 1.4682, 0.7600], [-2.1372, -1.2581, 1.9966], [-0.6510, -1.8599, 1.7799], [-1.2718, 1.5346, -0.9138]], "relative_energy_kcal_mol": 67.8, "orbital_gap_ev": 8.677, "lumo_energy_ev": 0.80, "total_charge": 0}

no.,calculated total energy (eV)
1,-33457.8189
2,-10408.4505
3,-9495.1788
4,-18280.4561